Record 1
The following is a DFT calculation (wB97M-V/def2-TZVPD) of one molecule with the formula C18H37N3.

XYZ file:
```
58
Properties=species:S:1:pos:R:3
C -1.255 -0.452 2.962
C -0.325 -1.642 3.191
C -0.708 -2.897 2.398
C -0.587 -2.788 0.873
C 0.793 -3.095 0.276
C 1.950 -2.192 0.711
C 1.771 -0.713 0.338
N 2.130 -0.478 -1.060
C 1.235 0.353 -1.836
C -0.067 -0.346 -2.290
N -1.059 0.488 -2.935
C -1.660 1.493 -2.080
C -2.887 2.075 -2.794
N -2.556 2.643 -4.088
C -1.869 1.655 -4.899
C -0.638 1.074 -4.193
C 2.642 0.189 1.237
C 2.157 1.637 1.375
C 0.738 1.803 1.930
C 0.581 1.324 3.378
C -0.822 0.809 3.717
H -1.318 -0.229 1.897
H -2.264 -0.719 3.289
H 0.689 -1.353 2.934
H -0.339 -1.893 4.255
H -1.744 -3.145 2.642
H -0.087 -3.729 2.740
H -0.921 -1.801 0.553
H -1.281 -3.506 0.429
H 1.057 -4.125 0.534
H 0.697 -3.051 -0.813
H 2.872 -2.555 0.248
H 2.083 -2.291 1.788
H 0.723 -0.450 0.507
H 2.285 -1.355 -1.545
H 0.987 1.232 -1.239
H 1.789 0.687 -2.720
H -0.553 -0.801 -1.421
H 0.187 -1.151 -2.988
H -1.965 1.022 -1.143
H -0.960 2.318 -1.844
H -3.351 2.847 -2.177
H -3.611 1.274 -2.965
H -1.946 3.447 -3.953
H -1.580 2.116 -5.846
H -2.578 0.848 -5.100
H -0.187 0.293 -4.809
H 0.107 1.879 -4.049
H 2.713 -0.255 2.232
H 3.649 0.203 0.817
H 2.210 2.118 0.397
H 2.853 2.164 2.033
H 0.467 2.860 1.871
H 0.038 1.270 1.287
H 1.304 0.538 3.589
H 0.814 2.151 4.053
H -1.548 1.600 3.513
H -0.856 0.601 4.790
```

Calculated values
- SMILES string: C1CCCCCC(NCCN2CCNCC2)CCCCC1
- Energy: -872.31038 hartree
- Relative energy (zero: lowest compared OMol25 entry of this formula, charge and spin): 3.9 kcal per mole
- Orbital gap: 8.827 eV



Record 2
The following is a DFT calculation (wB97M-V/def2-TZVPD) of C21H28N4OS5Sb2Zn as an isolated structure.

XYZ file:
```
62
Properties=species:S:1:pos:R:3
Zn -0.196 0.091 -2.141
S -1.120 2.110 -5.913
Sb -2.009 0.527 -4.528
S -2.085 1.345 -2.223
S -0.310 -1.151 -4.064
S -3.975 -0.393 -5.194
C -7.104 -4.686 1.267
C -5.932 -5.071 2.132
O -5.362 -6.116 2.038
S -5.391 -3.772 3.329
C -3.963 -3.194 2.432
C -2.797 -3.955 2.328
C -1.716 -3.492 1.603
C -1.750 -2.222 0.971
C -2.938 -1.464 1.086
C -4.020 -1.954 1.792
C -0.645 -1.733 0.275
C 0.327 -1.395 -0.432
H -7.489 -5.553 0.732
H -6.755 -3.940 0.549
H -7.881 -4.220 1.872
H -2.757 -4.929 2.799
H -0.822 -4.096 1.509
H -2.996 -0.504 0.585
H -4.929 -1.370 1.855
N 3.120 1.849 -5.998
C 2.425 2.260 -4.864
C 2.015 1.323 -3.913
N 1.288 1.677 -2.875
C 0.973 2.970 -2.753
C 1.451 3.891 -3.654
N 2.190 3.550 -4.713
H 2.894 0.910 -6.284
H 3.023 2.512 -6.750
H 2.248 0.272 -4.027
H 0.329 3.250 -1.932
H 1.212 4.944 -3.540
N 2.642 -1.277 -1.398
C 1.670 -1.061 -0.613
H 2.353 -1.797 -2.240
C 3.637 3.181 3.182
C 2.930 3.377 1.834
Sb 2.258 1.562 0.734
C 3.137 0.143 2.106
C 4.521 -0.312 1.617
C 0.298 1.579 1.651
C 0.270 1.827 3.162
H 3.943 4.137 3.628
H 4.539 2.571 3.075
H 2.992 2.679 3.908
H 3.598 3.894 1.140
H 2.047 4.016 1.951
H 2.443 -0.700 2.134
H 3.195 0.573 3.109
H 4.450 -0.745 0.616
H 4.961 -1.062 2.286
H 5.222 0.530 1.564
H -0.149 0.611 1.415
H -0.283 2.335 1.117
H 0.844 1.068 3.700
H -0.756 1.793 3.546
H 0.683 2.805 3.421
```

Calculated values
- Energy: -5362.06357 hartree
- Relative energy (zero: lowest compared OMol25 entry of this formula, charge and spin): 52.8 kcal per mole
- Charge: -2
- Orbital gap: 5.156 eV



Record 3
The following is a DFT calculation (wB97M-V/def2-TZVPD) of C4H6N2S2 as an isolated structure.

XYZ file:
```
14
Properties=species:S:1:pos:R:3
C 1.066 -0.486 0.384
C 0.075 0.567 1.021
C -1.372 0.740 -1.039
C -0.173 -0.942 1.128
H 2.790 -0.829 -1.384
H 1.980 -0.457 0.985
H 0.446 1.151 1.794
H 0.065 2.055 -0.663
H -1.860 1.327 -1.885
H -0.016 -1.673 2.022
N -0.520 1.338 -0.052
N -2.038 -0.352 -0.950
S 0.995 -0.858 -1.328
S -1.437 -1.581 -0.033
```

Calculated values
- Energy: -1061.73627 hartree
- Relative energy (zero: lowest compared OMol25 entry of this formula, charge and spin): 112.9 kcal per mole
- Orbital gap: 7.540 eV



Record 4
The following is a DFT calculation (wB97M-V/def2-TZVPD) of a 2-piece molecular cluster, C4H6S overall.

XYZ file:
```
11
Properties=species:S:1:pos:R:3
C 0.449 1.578 -0.110
C -0.133 0.219 -0.016
C 0.902 -0.955 -0.108
C 2.172 -0.542 0.097
H 1.097 1.397 0.833
H -0.358 2.265 -0.144
H 1.168 1.774 -1.076
H 0.338 -1.863 -0.554
H 2.399 0.585 1.136
H 2.882 -1.252 -0.332
S -1.742 -0.294 0.060
```

Calculated values
- Energy: -554.01738 hartree
- Relative energy (zero: lowest compared OMol25 entry of this formula, charge and spin): 97.1 kcal per mole
- Orbital gap: 7.805 eV



Record 5
The following is a DFT calculation (wB97M-V/def2-TZVPD) of CH6Cl2N3P2 as an isolated structure.

XYZ file:
```
14
Properties=species:S:1:pos:R:3
C 0.202 1.038 -0.718
N 1.065 1.924 -1.196
N -0.904 1.415 -0.084
N 0.121 -0.310 -0.657
P -1.328 2.975 0.486
P -1.356 -0.275 0.406
Cl -3.214 3.393 -0.329
Cl -2.776 -0.852 -0.787
H 0.955 2.791 -0.888
H 1.847 1.624 -1.766
H -4.975 1.469 1.904
H 0.721 -0.984 -0.937
H -1.668 2.419 1.705
H -4.108 1.286 1.818
```

Calculated values
- Energy: -1808.82673 hartree
- Relative energy (zero: lowest compared OMol25 entry of this formula, charge and spin): 23.1 kcal per mole
- Charge: +1
- Orbital gap: 9.764 eV



Record 6
The following is a DFT calculation (wB97M-V/def2-TZVPD) of C12H20CuO10S as an isolated structure.

XYZ file:
```
44
Properties=species:S:1:pos:R:3
Cu 0.337 -0.125 -0.443
O -1.309 0.818 -0.843
C -0.535 1.539 -1.772
C 0.753 0.883 -2.332
O 1.744 0.423 -1.448
H -0.235 2.500 -1.354
H -1.084 1.809 -2.674
H 1.267 1.517 -3.055
H 0.553 0.060 -3.018
O 1.275 -0.779 0.645
C 1.768 -1.490 -0.189
O 2.329 -2.667 0.211
C 2.673 -3.469 -0.919
C 1.778 -2.780 -2.006
C 1.884 -1.305 -1.717
H 2.464 -4.510 -0.674
H 3.719 -3.457 -1.226
H 0.777 -3.211 -1.972
H 2.242 -3.059 -2.951
H 1.089 -0.781 -2.248
H 2.806 -0.820 -2.039
O -0.244 -0.475 1.258
C -0.096 0.744 1.314
O -0.966 1.469 2.062
C -0.386 2.785 2.303
C 0.582 3.026 1.126
C 1.032 1.626 0.690
H 0.084 2.588 3.266
H -1.266 3.429 2.308
H 1.383 3.710 1.406
H -0.016 3.536 0.371
H 2.055 1.366 0.963
H 0.968 1.437 -0.381
C -1.776 -0.856 2.008
C -1.941 0.087 0.765
O -3.183 -0.260 0.176
S -4.145 -0.916 1.356
O -5.077 -1.957 0.915
O -4.675 0.143 2.239
O -2.874 -1.615 2.123
H -1.607 -0.307 2.934
H -1.047 -1.641 1.808
H -1.229 -0.154 -0.024
H -1.870 1.140 1.038
```

Calculated values
- Energy: -3259.29686 hartree
- Relative energy (zero: lowest compared OMol25 entry of this formula, charge and spin): 579.6 kcal per mole
- Charge: -1
- Orbital gap: 6.183 eV



Record 7
The following is a DFT calculation (wB97M-V/def2-TZVPD) of C27H53AgO11 as an isolated structure.

XYZ file:
```
92
Properties=species:S:1:pos:R:3
Ag -3.407 0.282 -1.112
C 0.367 -0.544 0.560
C -0.077 0.891 0.179
O -1.193 0.982 -0.680
H 0.956 -0.500 1.477
H 1.105 -0.838 -0.186
H -0.349 -1.344 0.744
H 0.733 1.474 -0.258
H -0.270 1.356 1.146
C 0.338 3.797 -3.330
C -1.114 3.900 -2.822
C -1.309 4.644 -1.444
O -2.056 5.766 -1.784
C -2.267 5.790 -3.099
O -2.866 6.712 -3.699
O -1.700 4.730 -3.720
H 0.844 4.759 -3.411
H 0.230 3.265 -4.276
H 0.835 3.109 -2.646
H -1.802 3.055 -2.771
H -0.375 4.931 -0.962
H -1.783 3.996 -0.706
C -3.722 -4.082 -0.685
C -3.464 -2.877 0.223
O -2.967 -1.834 -0.221
C -3.931 -2.998 1.675
H -4.697 -4.155 -1.168
H -3.406 -4.981 -0.157
H -3.139 -3.889 -1.586
H -3.635 -2.181 2.332
H -3.638 -3.954 2.110
H -5.017 -3.086 1.646
C 2.397 4.373 1.847
C 2.691 3.766 3.202
O 3.215 4.380 4.127
C 2.203 2.367 3.466
H 2.633 5.437 1.822
H 1.331 4.425 1.626
H 3.039 3.804 1.174
H 1.197 2.183 3.088
H 2.270 2.029 4.500
H 2.841 1.742 2.840
C -0.235 -0.247 -3.740
C -1.270 -1.363 -3.434
O -2.262 -1.079 -2.760
C -1.071 -2.735 -4.040
H -0.790 0.653 -3.479
H -0.006 -0.191 -4.805
H 0.685 -0.458 -3.196
H -1.753 -3.493 -3.656
H -0.073 -3.087 -3.780
H -1.184 -2.649 -5.121
C 4.272 -0.189 -0.070
C 5.190 0.288 -1.168
O 5.849 -0.523 -1.737
C 5.120 1.799 -1.516
H 4.028 -1.251 -0.088
H 3.293 0.288 -0.023
H 4.750 0.000 0.891
H 6.006 2.380 -1.258
H 4.314 2.244 -0.933
H 4.871 1.969 -2.563
C 1.170 -3.420 -1.364
C 2.500 -3.858 -1.935
O 3.052 -4.950 -1.598
C 3.070 -3.041 -3.071
H 0.945 -2.363 -1.507
H 1.076 -3.611 -0.295
H 0.514 -4.089 -1.921
H 4.014 -3.560 -3.233
H 3.270 -2.001 -2.811
H 2.467 -3.027 -3.979
C 1.954 -3.032 3.506
C 0.679 -2.232 3.769
O 0.735 -1.029 4.099
C -0.696 -2.844 3.753
H 1.983 -3.863 4.211
H 2.840 -2.401 3.583
H 2.006 -3.491 2.519
H -0.982 -3.105 2.734
H -1.466 -2.275 4.274
H -0.649 -3.804 4.266
C -2.717 1.221 3.486
C -3.851 0.721 2.588
O -3.732 0.537 1.374
C -5.148 0.587 3.322
H -1.762 1.185 2.962
H -2.737 0.613 4.391
H -2.954 2.234 3.810
H -4.962 0.420 4.383
H -5.840 -0.148 2.912
H -5.556 1.589 3.188
```

Calculated values
- Energy: -2034.79244 hartree
- Multiplicity: 2
- Charge: +1
- Orbital gap (alpha / beta): 8.148 / 6.108 eV



Record 8
The following is a DFT calculation (wB97M-V/def2-TZVPD) of F3Mg2 as an isolated structure.

XYZ file:
```
5
Properties=species:S:1:pos:R:3
Mg -0.333 0.978 0.672
Mg -0.877 -1.870 0.569
F 1.069 1.262 0.097
F -0.265 -0.521 0.340
F 0.406 0.152 -1.677
```

Calculated values
- Energy: -699.31440 hartree
- Charge: +1
- Orbital gap: 4.312 eV



energy of number 5 (CH6Cl2N3P2)?
-1808.82673 hartree



Copy entry 8 word for word.
The following is a DFT calculation (wB97M-V/def2-TZVPD) of F3Mg2 as an isolated structure.

XYZ file:
```
5
Properties=species:S:1:pos:R:3
Mg -0.333 0.978 0.672
Mg -0.877 -1.870 0.569
F 1.069 1.262 0.097
F -0.265 -0.521 0.340
F 0.406 0.152 -1.677
```

Calculated values
- Energy: -699.31440 hartree
- Charge: +1
- Orbital gap: 4.312 eV



What did the fifth record say?
The following is a DFT calculation (wB97M-V/def2-TZVPD) of CH6Cl2N3P2 as an isolated structure.

XYZ file:
```
14
Properties=species:S:1:pos:R:3
C 0.202 1.038 -0.718
N 1.065 1.924 -1.196
N -0.904 1.415 -0.084
N 0.121 -0.310 -0.657
P -1.328 2.975 0.486
P -1.356 -0.275 0.406
Cl -3.214 3.393 -0.329
Cl -2.776 -0.852 -0.787
H 0.955 2.791 -0.888
H 1.847 1.624 -1.766
H -4.975 1.469 1.904
H 0.721 -0.984 -0.937
H -1.668 2.419 1.705
H -4.108 1.286 1.818
```

Calculated values
- Energy: -1808.82673 hartree
- Relative energy (zero: lowest compared OMol25 entry of this formula, charge and spin): 23.1 kcal per mole
- Charge: +1
- Orbital gap: 9.764 eV